(1)
Density functional theory data (ωB97M-V with the def2-TZVPD basis set) for a structure of composition C35H57AsF6NO3SSiV in a non-equilibrium geometry.

Positions of all 106 atoms, in Å:
V (0.94, 0.54, -1.65)
C (-2.24, -4.16, 2.51)
C (-2.44, -4.48, 1.03)
C (-1.82, -5.86, 0.74)
C (-3.95, -4.53, 0.74)
C (-1.78, -3.45, 0.13)
C (-1.05, -2.40, 0.61)
C (-0.45, -1.49, -0.29)
N (0.28, -0.39, -0.02)
C (0.53, 0.10, 1.27)
C (0.53, -0.63, 2.46)
C (0.40, 0.02, 3.67)
C (0.12, 1.39, 3.63)
C (0.21, 2.17, 2.48)
C (0.65, 1.50, 1.33)
O (1.22, 2.12, 0.23)
C (-0.46, 3.56, 2.49)
C (-1.98, 3.25, 2.44)
C (-0.19, 4.34, 3.78)
C (-0.17, 4.45, 1.28)
C (0.45, -0.70, 5.02)
C (1.57, -0.08, 5.86)
C (0.74, -2.19, 4.85)
C (-0.89, -0.54, 5.74)
C (-0.71, -1.63, -1.70)
O (-0.23, -0.66, -2.45)
C (-1.47, -2.70, -2.21)
C (-1.95, -3.59, -1.28)
C (-1.76, -2.84, -3.71)
C (-2.62, -1.64, -4.15)
C (-0.45, -2.87, -4.51)
C (-2.53, -4.12, -4.02)
H (-2.73, -4.93, 3.12)
H (-2.68, -3.20, 2.78)
H (-1.19, -4.16, 2.78)
H (-2.30, -6.62, 1.35)
H (-0.75, -5.85, 0.97)
H (-1.93, -6.14, -0.31)
H (-4.44, -5.20, 1.45)
H (-4.16, -4.91, -0.26)
H (-4.40, -3.55, 0.84)
H (-0.98, -2.25, 1.67)
H (0.65, -1.70, 2.41)
H (-0.17, 1.88, 4.55)
H (-2.27, 2.60, 3.27)
H (-2.24, 2.74, 1.51)
H (-2.55, 4.17, 2.51)
H (-0.68, 3.89, 4.64)
H (-0.58, 5.35, 3.68)
H (0.87, 4.41, 4.01)
H (-0.37, 3.94, 0.34)
H (0.85, 4.83, 1.27)
H (-0.83, 5.32, 1.33)
H (2.54, -0.21, 5.38)
H (1.61, -0.56, 6.84)
H (1.41, 0.99, 6.02)
H (1.68, -2.37, 4.32)
H (-0.07, -2.70, 4.31)
H (0.82, -2.66, 5.83)
H (-1.09, 0.50, 6.00)
H (-0.88, -1.11, 6.67)
H (-1.71, -0.91, 5.13)
H (-2.52, -4.43, -1.63)
H (-2.15, -0.70, -3.89)
H (-3.60, -1.68, -3.67)
H (-2.77, -1.68, -5.23)
H (0.12, -1.95, -4.41)
H (-0.67, -3.03, -5.56)
H (0.18, -3.70, -4.17)
H (-3.50, -4.14, -3.52)
H (-1.97, -5.01, -3.73)
H (-2.71, -4.17, -5.09)
O (-0.15, 2.08, -2.14)
S (-0.89, 2.66, -3.36)
C (0.23, 3.92, -4.02)
C (1.18, 3.20, -4.97)
C (0.29, 2.26, -5.78)
C (-0.61, 1.54, -4.77)
H (0.68, 4.42, -3.17)
H (-0.42, 4.63, -4.55)
H (1.92, 2.64, -4.40)
H (1.71, 3.92, -5.60)
H (0.86, 1.54, -6.35)
H (-0.32, 2.84, -6.47)
H (-0.13, 0.66, -4.34)
H (-1.58, 1.24, -5.16)
F (2.77, 1.29, -2.63)
As (3.47, -0.34, -3.12)
F (3.82, -1.98, -3.38)
F (1.95, -0.49, -3.96)
F (4.21, 0.31, -4.50)
F (2.54, -0.76, -1.58)
F (4.84, -0.07, -2.15)
C (4.10, 1.64, 0.20)
Si (2.77, 2.90, 0.44)
C (2.74, 4.22, -0.88)
C (3.00, 3.54, 2.17)
H (4.90, 1.85, 0.92)
H (4.54, 1.66, -0.79)
H (3.76, 0.62, 0.40)
H (2.83, 5.22, -0.45)
H (1.79, 4.18, -1.41)
H (3.55, 4.09, -1.59)
H (4.00, 4.00, 2.19)
H (3.01, 2.71, 2.88)
H (2.29, 4.28, 2.50)

energy relative to the best compared isomer or geometry (same formula, charge and spin): 0.0 kcal/mol
HOMO-LUMO gap (alpha / beta): 0.24960 / 0.21960 hartree
E: -6115.0569 Ha
<S²>: 3.785
lowest unoccupied orbital energy (alpha / beta): -3.50 / -4.79 eV
spin multiplicity: 4
charge: +1

(2)
Density functional theory data (ωB97M-V with the def2-TZVPD basis set) for a structure of composition C35H58BN6P2STi in a non-equilibrium geometry.

Positions of all 104 atoms, in Å:
Ti (-0.89, -0.46, 0.44)
C (-3.13, 1.69, -2.42)
C (-2.21, 2.39, -1.42)
C (-0.77, 2.01, -1.77)
C (-2.39, 3.91, -1.55)
P (-2.49, 1.64, 0.31)
C (-1.58, 2.86, 1.42)
N (-0.26, 2.33, 1.68)
B (0.25, 1.09, 1.19)
N (1.46, 0.87, 1.92)
C (2.24, -0.33, 1.75)
P (1.01, -1.76, 1.84)
C (1.43, -2.87, 0.34)
C (2.89, -2.90, -0.10)
C (0.91, -4.29, 0.57)
C (0.58, -2.25, -0.79)
C (1.54, -2.58, 3.48)
C (1.50, -1.46, 4.54)
C (2.94, -3.20, 3.45)
C (0.49, -3.62, 3.86)
C (1.66, 1.91, 2.80)
C (2.64, 2.12, 3.76)
C (2.53, 3.24, 4.58)
C (1.48, 4.13, 4.43)
C (0.50, 3.94, 3.46)
C (0.59, 2.82, 2.66)
C (-4.32, 1.80, 0.85)
C (-4.34, 1.59, 2.37)
C (-5.03, 0.60, 0.20)
C (-5.02, 3.10, 0.50)
H (-2.80, 1.90, -3.44)
H (-4.16, 2.05, -2.34)
H (-3.12, 0.61, -2.27)
H (-0.53, 2.34, -2.78)
H (-0.64, 0.92, -1.71)
H (-0.06, 2.47, -1.08)
H (-2.33, 4.18, -2.60)
H (-1.60, 4.46, -1.03)
H (-3.35, 4.24, -1.18)
H (-2.13, 2.95, 2.37)
H (-1.54, 3.86, 0.97)
H (3.03, -0.42, 2.50)
H (2.69, -0.32, 0.75)
H (3.54, -3.24, 0.70)
H (3.23, -1.93, -0.44)
H (3.00, -3.59, -0.93)
H (1.51, -4.81, 1.30)
H (0.96, -4.86, -0.36)
H (-0.12, -4.27, 0.90)
H (0.96, -1.26, -1.06)
H (-0.48, -2.18, -0.46)
H (0.62, -2.88, -1.68)
H (2.38, -0.83, 4.51)
H (1.44, -1.90, 5.53)
H (0.62, -0.83, 4.40)
H (3.67, -2.51, 3.03)
H (2.95, -4.12, 2.87)
H (3.25, -3.44, 4.46)
H (-0.50, -3.15, 3.90)
H (0.70, -4.03, 4.85)
H (0.46, -4.44, 3.16)
H (3.47, 1.43, 3.88)
H (3.27, 3.40, 5.34)
H (1.41, 4.98, 5.09)
H (-0.30, 4.66, 3.33)
H (-3.49, 0.98, 2.69)
H (-5.25, 1.08, 2.68)
H (-4.30, 2.53, 2.91)
H (-4.46, -0.31, 0.39)
H (-5.12, 0.73, -0.88)
H (-6.03, 0.48, 0.61)
H (-4.45, 3.96, 0.84)
H (-6.00, 3.14, 0.98)
H (-5.19, 3.19, -0.57)
N (-3.47, -3.09, 2.44)
C (-2.94, -2.60, 1.27)
N (-2.22, -1.50, 1.48)
C (-2.27, -1.26, 2.83)
C (-1.70, -0.24, 3.59)
C (-1.94, -0.26, 4.96)
C (-2.69, -1.26, 5.56)
C (-3.27, -2.27, 4.82)
C (-3.06, -2.26, 3.45)
H (-4.07, -3.89, 2.54)
H (-3.12, -3.06, 0.31)
H (-1.11, 0.53, 3.11)
H (-1.52, 0.53, 5.57)
H (-2.82, -1.25, 6.63)
H (-3.87, -3.04, 5.28)
S (2.38, 0.69, -1.73)
C (3.37, 1.69, -2.61)
N (4.68, 1.43, -2.68)
C (5.62, 2.25, -3.40)
C (4.91, 2.93, -4.57)
C (3.69, 3.67, -4.04)
N (2.88, 2.75, -3.27)
H (5.02, 0.66, -2.12)
H (6.43, 1.62, -3.76)
H (6.05, 3.01, -2.73)
H (4.59, 2.17, -5.29)
H (5.58, 3.62, -5.07)
H (3.09, 4.06, -4.86)
H (4.01, 4.51, -3.42)
H (1.91, 2.96, -3.13)

energy relative to the best compared isomer or geometry (same formula, charge and spin): 31.3 kcal/mol
HOMO-LUMO gap (alpha / beta): 0.24047 / 0.26851 hartree
E: -3652.0922 Ha
<S²>: 2.012
lowest unoccupied orbital energy (alpha / beta): -2.00 / -2.08 eV
spin multiplicity: 3
charge: +1